1.
{"formula": "C2H13NO4", "method": "ωB97M-V/def2-TZVPD", "mol_weight_g_mol": 115.13, "smiles": "CNCO.O.O.O", "e_tot_ha": -439.69370, "homo_lumo_gap_ev": 9.664, "species": ["C", "N", "C", "O", "H", "H", "H", "H", "H", "H", "H", "H", "H", "O", "H", "H", "O", "H", "H", "O"], "coordinates": [[-1.542, 0.713, 0.112], [-0.835, 1.327, -0.993], [0.066, 0.519, -1.747], [-0.497, -0.724, -2.184], [-0.828, 0.344, 0.849], [-2.184, 1.468, 0.568], [-2.192, -0.121, -0.177], [-1.236, 2.146, -1.407], [0.904, 0.251, -1.095], [0.371, 1.073, -2.624], [-1.434, -0.581, -2.377], [0.700, -1.445, 3.348], [0.928, -1.521, 1.832], [0.700, -0.912, 2.548], [0.295, -1.815, -0.507], [1.330, -2.829, -0.173], [0.406, -2.626, 0.018], [1.802, 0.875, 1.630], [1.217, 2.182, 1.245], [2.031, 1.676, 1.135]], "mulliken_charge": [-0.6789, -0.1900, -0.3489, -0.5686, 0.1294, 0.3694, 0.2414, 0.2163, 0.2073, 0.3804, 0.2875, 0.2930, 0.3565, -0.6616, 0.3756, 0.3241, -0.7203, 0.3184, 0.3120, -0.6429]}



2.
{"formula": "C28H70BF19N8O10P2", "method": "ωB97M-V/def2-TZVPD", "mol_weight_g_mol": 1112.64, "total_charge": 4, "e_tot_ha": -4903.38514, "homo_lumo_gap_ev": 8.122, "species": ["C", "C", "O", "N", "H", "H", "C", "H", "H", "H", "H", "H", "H", "C", "C", "O", "N", "H", "H", "C", "H", "H", "H", "H", "H", "H", "C", "C", "O", "N", "H", "H", "C", "H", "H", "H", "H", "H", "H", "C", "C", "O", "N", "H", "H", "C", "H", "H", "H", "H", "H", "H", "C", "C", "O", "N", "H", "H", "C", "H", "H", "H", "H", "H", "H", "C", "C", "O", "N", "H", "H", "C", "H", "H", "H", "H", "H", "H", "C", "C", "O", "N", "H", "H", "C", "H", "H", "H", "H", "H", "H", "C", "C", "O", "N", "H", "H", "C", "H", "H", "H", "H", "H", "H", "C", "O", "O", "C", "F", "F", "F", "C", "C", "H", "H", "H", "H", "H", "H", "P", "F", "F", "F", "F", "F", "F", "P", "F", "F", "F", "F", "F", "F", "B", "F", "F", "F", "F"], "coordinates": [[-0.877, 7.179, -1.115], [-0.427, 5.769, -0.753], [0.002, 5.428, 0.390], [-0.473, 4.784, -1.952], [-0.401, 3.855, -1.564], [-1.331, 4.773, -2.484], [0.758, 4.930, -2.846], [-1.641, 7.606, -0.465], [-1.173, 7.238, -2.162], [-0.103, 7.922, -0.926], [0.957, 5.968, -3.114], [0.656, 4.241, -3.684], [1.653, 4.597, -2.320], [4.719, -1.792, 2.938], [4.323, -1.892, 1.443], [3.955, -0.870, 0.873], [4.283, -3.229, 0.743], [5.113, -3.760, 0.963], [3.505, -3.704, 1.179], [4.138, -3.129, -0.772], [5.263, -0.855, 3.054], [5.482, -2.492, 3.280], [3.967, -1.874, 3.724], [3.156, -2.660, -0.837], [4.035, -4.134, -1.180], [4.908, -2.559, -1.291], [0.112, -0.351, 6.017], [-0.776, 0.304, 7.022], [-1.425, -0.335, 7.832], [-0.996, 1.814, 7.071], [-0.356, 2.129, 7.786], [-0.718, 2.157, 6.162], [-2.439, 2.180, 7.347], [0.864, 0.375, 5.707], [-0.544, -0.620, 5.189], [0.578, -1.289, 6.319], [-2.816, 1.824, 8.306], [-3.095, 1.942, 6.510], [-2.377, 3.268, 7.319], [3.000, 6.874, 1.533], [3.504, 5.524, 1.093], [3.772, 5.289, -0.086], [3.829, 4.588, 2.188], [4.816, 4.663, 2.388], [3.428, 4.946, 3.043], [3.407, 3.081, 1.948], [3.154, 7.608, 0.741], [3.471, 7.221, 2.453], [1.927, 6.707, 1.627], [3.190, 2.797, 2.978], [4.239, 2.621, 1.416], [2.470, 3.105, 1.392], [-0.278, -2.890, -2.370], [-1.086, -3.964, -3.151], [-0.982, -5.152, -2.976], [-2.037, -3.512, -4.197], [-2.584, -4.342, -4.376], [-2.599, -2.824, -3.717], [-1.320, -3.098, -5.439], [-0.880, -1.997, -2.198], [0.674, -2.625, -2.830], [-0.141, -3.300, -1.370], [-0.944, -2.124, -5.125], [-1.989, -3.107, -6.300], [-0.489, -3.744, -5.721], [-0.966, -4.689, 2.115], [-2.038, -4.304, 1.105], [-2.026, -3.220, 0.487], [-3.313, -5.195, 0.995], [-3.305, -6.061, 1.515], [-4.055, -4.758, 1.524], [-3.585, -5.334, -0.513], [-0.243, -3.963, 2.484], [-0.340, -5.416, 1.598], [-1.355, -5.090, 3.052], [-3.666, -4.381, -1.037], [-4.552, -5.818, -0.650], [-2.724, -5.901, -0.864], [-3.648, 2.672, -7.181], [-3.785, 2.470, -5.674], [-4.056, 3.436, -4.982], [-3.434, 1.092, -5.052], [-4.259, 0.513, -5.103], [-2.755, 0.730, -5.706], [-2.883, 1.244, -3.593], [-2.639, 2.447, -7.527], [-3.747, 3.716, -7.480], [-4.345, 2.148, -7.835], [-3.691, 1.703, -3.024], [-1.924, 1.755, -3.680], [-2.874, 0.204, -3.267], [-4.003, -0.395, 0.483], [-3.035, 0.326, 1.374], [-2.699, -0.082, 2.487], [-2.413, 1.616, 0.886], [-1.863, 1.513, 0.046], [-3.194, 2.227, 0.694], [-1.607, 2.380, 1.950], [-3.551, -0.964, -0.330], [-4.675, 0.300, -0.020], [-4.682, -0.960, 1.121], [-0.696, 1.828, 2.182], [-2.261, 2.437, 2.821], [-1.257, 3.337, 1.564], [0.532, 0.993, -1.181], [0.597, 0.495, 0.223], [-0.507, 1.928, -1.203], [2.061, 1.231, -1.577], [2.047, 1.729, -2.782], [2.666, 2.149, -0.856], [2.782, 0.206, -1.747], [0.572, -0.915, 0.545], [0.646, -0.981, 2.109], [-0.046, -0.210, 2.447], [0.532, -1.921, 2.649], [1.652, -0.682, 2.405], [1.377, -1.560, 0.193], [-0.358, -1.443, 0.336], [0.186, 0.164, -1.799], [2.336, -3.892, 5.117], [0.774, -4.146, 4.757], [2.676, -3.978, 3.488], [2.033, -2.294, 4.909], [3.921, -3.690, 5.437], [1.892, -3.821, 6.722], [2.555, -5.495, 5.283], [0.530, 0.410, -6.165], [-1.006, 0.239, -5.789], [0.051, 1.258, -7.504], [0.648, 1.847, -5.349], [2.121, 0.472, -6.584], [0.859, -0.547, -4.855], [0.261, -0.936, -7.068], [1.533, -5.452, -0.351], [2.006, -5.233, -1.633], [0.241, -5.878, -0.508], [2.393, -6.391, 0.273], [1.573, -4.301, 0.438]], "mulliken_charge": [-1.1311, 0.6221, -0.4866, 0.3899, -0.3235, 0.4877, -0.6344, 0.3938, 0.3679, 0.3341, 0.4047, 0.3079, 0.2157, -1.2453, 0.7308, -0.3692, 0.2438, 0.4615, 0.0371, -0.5440, 0.4355, 0.5127, -0.0097, 0.0005, 0.3719, 0.3488, -0.5667, 0.4334, -0.4089, -0.0733, 0.3507, 0.3409, -0.8084, 0.2981, 0.1246, 0.2180, 0.3360, 0.3124, 0.4002, -1.1040, 0.5700, -0.4372, -0.0847, 0.3710, 0.4212, -0.5031, 0.3232, 0.4367, 0.2722, 0.3877, 0.3696, 0.0075, 1.0298, -0.4264, -0.3843, 0.2157, 0.4505, 0.3255, -0.6687, -0.1487, 0.6300, -0.9750, 0.1810, 0.3850, 0.2914, -0.4941, 0.3174, -0.2552, -0.0456, 0.4007, 0.3705, -0.7651, -0.5185, 0.3321, 0.5621, 0.1462, 0.4321, 0.4181, -1.0656, 0.6965, -0.4262, 0.0469, 0.4249, 0.3130, -0.7661, 0.2746, 0.3517, 0.3776, 0.4911, 0.3635, -0.0022, -1.0683, 0.8081, -0.4156, 0.4331, -0.3457, 0.4830, -0.4629, 0.0085, 0.5426, 0.3792, 0.0139, 0.4910, 0.1626, 0.3089, 0.2934, -0.3717, 0.0040, -0.1698, -0.1511, -0.2102, 1.5659, -0.1306, -0.2749, -0.4949, 0.2166, -1.0051, -0.1406, -0.3188, 1.2849, -0.3578, -0.4355, -0.3304, -0.3781, -0.3864, -0.3699, 1.1915, -0.4575, -0.4039, -0.3236, -0.3552, -0.3721, -0.3943, 0.1507, -0.3883, -0.2868, -0.3458, 0.0118]}



3.
{"formula": "C6H10N4O2S2", "method": "ωB97M-V/def2-TZVPD", "mol_weight_g_mol": 234.31, "e_tot_ha": -1400.44735, "homo_lumo_gap_ev": 7.347, "species": ["C", "C", "C", "C", "C", "C", "N", "N", "N", "N", "O", "O", "S", "S", "H", "H", "H", "H", "H", "H", "H", "H", "H", "H"], "coordinates": [[3.015, -0.250, -0.601], [-1.636, -1.694, -1.172], [-1.601, 1.255, 0.170], [1.785, -1.438, 1.373], [1.821, -0.343, 0.279], [-0.417, -1.008, 0.063], [0.727, -0.740, -0.573], [-2.006, 2.360, 0.873], [-1.493, 1.438, -1.127], [-1.063, 0.254, 0.852], [-2.241, -2.582, -0.663], [-1.610, -0.978, -2.178], [3.294, 1.173, -1.382], [0.012, -2.042, 1.422], [3.482, -1.254, -0.957], [2.442, -2.306, 1.096], [1.919, -0.897, 2.379], [1.709, 0.624, 0.695], [0.857, -0.409, -1.542], [-2.626, 3.008, 0.500], [-1.969, 2.538, 1.838], [-1.636, 2.385, -1.353], [-1.642, 0.676, -1.854], [-1.123, 0.227, 1.863]], "mulliken_charge": [-0.5123, 0.8055, 0.5646, -0.5576, 0.0610, -0.2172, -0.1133, -0.4393, -0.2660, -0.2521, -0.5724, -0.7456, -0.1803, -0.1872, 0.2710, 0.3784, 0.2657, 0.2175, 0.3792, 0.1911, 0.1686, 0.1657, 0.3092, 0.2657]}



4.
{"formula": "C4H7NO", "method": "ωB97M-V/def2-TZVPD", "mol_weight_g_mol": 85.11, "e_tot_ha": -286.52132, "homo_lumo_gap_ev": 9.383, "species": ["C", "C", "C", "O", "C", "N", "H", "H", "H", "H", "H", "H", "H"], "coordinates": [[-1.609, -0.724, 0.205], [-0.349, -0.059, -0.368], [0.156, 1.206, 0.187], [2.064, 1.019, -0.219], [1.944, -0.266, -0.129], [0.825, -0.877, 0.034], [-1.630, -1.764, -0.151], [-2.541, -0.238, -0.107], [-1.564, -0.755, 1.297], [-0.431, -0.014, -1.468], [0.048, 1.267, 1.277], [0.259, 2.116, -0.363], [2.826, -0.911, -0.195]], "mulliken_charge": [-1.2792, 0.5289, -0.3566, -0.5101, 0.1210, -0.6247, 0.3164, 0.3508, 0.3164, 0.2544, 0.2687, 0.2232, 0.3907]}



5.
{"formula": "C4H7NO", "method": "ωB97M-V/def2-TZVPD", "mol_weight_g_mol": 85.11, "smiles": "C=NC/C=C/O", "e_tot_ha": -286.54447, "homo_lumo_gap_ev": 9.697, "species": ["O", "C", "C", "N", "C", "C", "H", "H", "H", "H", "H", "H", "H"], "coordinates": [[-2.228, -1.398, 0.112], [-1.166, -0.614, -0.209], [0.320, 1.910, 0.313], [0.839, 1.274, -0.650], [1.287, -0.072, -0.315], [0.107, -1.011, -0.258], [-1.885, -2.185, 0.555], [-1.484, 0.400, -0.423], [0.265, 1.513, 1.339], [-0.147, 2.877, 0.128], [1.786, -0.094, 0.670], [2.028, -0.401, -1.052], [0.334, -2.072, -0.158]], "mulliken_charge": [-0.4939, 0.0471, -0.4103, -0.4515, -0.4153, -0.4505, 0.2896, 0.3870, 0.3036, 0.3175, 0.2498, 0.3539, 0.2729]}